Below is a cluster of 6 separate species, C33H52F15N5O13PS in total, with properties calculated with wB97M-V/def2-TZVPD.

Geometry (Å):
C: 11.163 4.393 2.858
C: 11.504 3.635 1.468
C: 10.196 2.924 0.866
C: 9.594 3.655 -0.457
O: 8.451 4.531 -0.154
C: 7.242 3.725 -0.017
C: 6.568 3.967 1.420
S: 7.653 5.075 2.491
N: 5.170 4.472 1.417
C: 4.395 4.056 0.232
N: 3.129 4.464 0.165
P: 1.928 4.218 -1.119
C: 0.686 2.941 -0.384
O: 2.519 3.441 -2.518
N: 4.943 3.261 -0.863
N: 5.175 1.914 -0.587
C: 4.385 1.342 0.525
C: 4.515 -0.289 0.426
C: 5.464 -0.721 1.651
C: 6.244 3.893 -1.266
O: 6.055 5.282 -1.643
C: 6.814 5.583 -2.796
N: 7.479 5.526 -3.803
H: 10.853 5.462 2.582
H: 10.286 3.848 3.368
H: 12.068 4.418 3.570
H: 12.303 2.849 1.706
H: 11.961 4.393 0.743
H: 10.472 1.847 0.561
H: 9.322 2.830 1.605
H: 10.476 4.260 -0.900
H: 9.334 2.881 -1.282
H: 7.617 2.631 -0.021
H: 6.562 2.954 1.982
H: 7.772 4.438 3.741
H: 5.119 5.512 1.478
H: 2.778 5.016 0.977
H: 0.054 3.384 0.459
H: 0.018 2.591 -1.242
H: 1.218 2.018 0.026
H: 1.721 3.149 -3.020
H: 5.152 1.345 -1.445
H: 4.715 1.637 1.575
H: 3.265 1.547 0.436
H: 3.473 -0.789 0.478
H: 5.046 -0.592 -0.538
H: 5.793 -1.814 1.562
H: 6.435 -0.086 1.666
H: 4.945 -0.486 2.655
H: 6.660 3.238 -2.125
C: 2.133 2.021 6.358
C: 2.976 3.098 5.703
O: 4.347 2.995 6.121
C: 5.090 2.066 5.488
O: 4.676 1.340 4.618
C: 6.530 2.100 5.997
F: 6.603 2.161 7.340
F: 7.203 3.175 5.527
F: 7.239 1.017 5.630
H: 2.241 2.058 7.444
H: 1.079 2.148 6.102
H: 2.448 1.025 6.040
H: 2.624 4.082 6.019
H: 2.900 3.064 4.612
C: -1.869 -1.809 -2.850
C: -1.144 -0.682 -2.143
O: -1.304 -0.789 -0.719
C: -0.490 -1.667 -0.096
O: 0.335 -2.342 -0.655
C: -0.735 -1.643 1.412
F: -2.048 -1.664 1.722
F: -0.223 -0.529 1.985
F: -0.178 -2.690 2.045
H: -2.919 -1.839 -2.549
H: -1.815 -1.684 -3.933
H: -1.438 -2.779 -2.593
H: -1.581 0.276 -2.437
H: -0.084 -0.649 -2.413
C: -6.558 -3.750 1.423
C: -7.519 -3.884 0.258
O: -6.902 -3.443 -0.964
C: -6.086 -4.331 -1.568
O: -5.856 -5.436 -1.149
C: -5.540 -3.752 -2.871
F: -5.101 -2.481 -2.732
F: -6.477 -3.725 -3.846
F: -4.503 -4.454 -3.364
H: -6.180 -2.726 1.492
H: -7.051 -4.009 2.361
H: -5.690 -4.401 1.297
H: -8.385 -3.242 0.421
H: -7.892 -4.907 0.156
C: -6.231 -8.155 -4.476
C: -7.241 -7.044 -4.684
O: -8.454 -7.561 -5.254
C: -9.311 -8.144 -4.391
O: -9.115 -8.249 -3.207
C: -10.572 -8.603 -5.120
F: -10.295 -9.248 -6.273
F: -11.370 -7.563 -5.445
F: -11.320 -9.445 -4.384
H: -6.056 -8.694 -5.411
H: -5.282 -7.751 -4.116
H: -6.592 -8.887 -3.750
H: -6.843 -6.316 -5.394
H: -7.449 -6.506 -3.755
C: -10.384 1.604 -2.536
C: -11.557 1.508 -1.580
O: -11.670 0.180 -1.045
C: -10.845 -0.115 -0.019
O: -10.045 0.652 0.452
C: -11.105 -1.535 0.480
F: -11.210 -2.427 -0.527
F: -12.253 -1.619 1.183
F: -10.127 -1.990 1.289
H: -10.462 0.844 -3.318
H: -10.346 2.590 -3.003
H: -9.437 1.431 -2.018
H: -12.486 1.709 -2.119
H: -11.486 2.246 -0.777

Results
- Gap between HOMO and LUMO: 7.9 eV
- LUMO level: -4.09 eV
- HOMO: -11.94 eV
- Total charge: +1